Below is 2 unconnected molecules or ions with the total composition C3H9N2, with properties calculated with the ωB97M-V functional and the def2-TZVPD basis.

Results
Relative energy (zero: lowest compared OMol25 entry of this formula, charge and spin)   200.3 kJ/mol
LUMO energy   -3.2 eV
Charge   +1
HOMO-LUMO gap   11.56 eV
Electronic energy   -228.91051 Ha

Each line ends with the Löwdin charge.
Element x y z (Å)
1 C 1.724 1.981 0.772  -0.021
2 N 0.484 1.777 1.001  0.001
3 H 2.335 2.716 1.299  0.092
4 H 2.108 1.476 -0.118  0.084
5 H -0.395 0.447 0.507  0.079
6 H 0.087 2.608 1.444  0.084
7 C -0.433 -2.008 -1.509  0.070
8 C -0.504 -1.641 -0.239  -0.149
9 N -1.064 -0.314 0.128  0.144
10 H -0.923 -1.461 -2.318  0.089
11 H 0.078 -2.962 -1.606  0.085
12 H -0.175 -2.214 0.624  0.124
13 H -1.461 0.099 -0.721  0.154
14 H -1.862 -0.503 0.736  0.163

Below is a molecular structure, C6H5IO7S, with properties calculated with the ωB97M-V functional and the def2-TZVPD basis.

Results
LUMO energy   -1.6 eV
HOMO-LUMO gap   8.27 eV
Electronic energy   -1454.14308 Ha

Each line ends with the Löwdin charge.
Element x y z (Å)
1 O 1.557 -4.900 -0.746  -0.507
2 S 1.096 -3.633 -0.165  0.801
3 O -0.016 -3.084 -1.288  -0.275
4 O 2.275 -2.490 -0.375  -0.999
5 I 3.914 -3.118 -1.364  0.956
6 H -0.832 -3.034 -0.793  0.043
7 C -0.925 2.648 1.053  0.078
8 C -1.228 2.561 -0.244  -0.238
9 C -0.904 1.345 -1.048  -0.311
10 O -1.219 1.317 -2.220  0.120
11 C -0.216 0.241 -0.380  0.079
12 C 0.087 0.329 0.917  -0.228
13 C -0.257 1.537 1.725  -0.315
14 O 0.031 1.553 2.905  0.115
15 O 0.721 -0.650 1.580  0.091
16 O -1.838 3.554 -0.900  0.114
17 H -1.156 3.523 1.645  0.137
18 H 0.031 -0.625 -0.978  0.110
19 H 0.820 -0.312 2.486  0.115
20 H -1.940 3.236 -1.812  0.115

Below is a molecular structure, FK2Li, with properties calculated with the ωB97M-V functional and the def2-TZVPD basis.

Results
Relative energy (zero: lowest compared OMol25 entry of this formula, charge and spin)   75.1 kJ/mol
LUMO energy   -8.2 eV
Charge   +2
HOMO-LUMO gap   10.81 eV
Electronic energy   -1306.81556 Ha

Each line ends with the Löwdin charge.
Element x y z (Å)
1 Li 1.850 -0.278 -0.524  0.883
2 K -1.433 -2.149 0.328  0.961
3 K -0.169 2.315 1.052  0.960
4 F -0.249 0.112 -0.856  -0.804

Below is 2 unconnected molecules or ions with the total composition C5H13NS, with properties calculated with the ωB97M-V functional and the def2-TZVPD basis.

Results
Relative energy (zero: lowest compared OMol25 entry of this formula, charge and spin)   768.9 kJ/mol
LUMO energy   -3.8 eV
HOMO-LUMO gap   2.85 eV
Electronic energy   -650.95109 Ha

Each line ends with the Löwdin charge.
Element x y z (Å)
1 C -0.577 -1.315 -3.689  -0.201
2 C 0.391 -0.649 -2.668  -0.714
3 S 1.019 -1.741 -1.323  0.475
4 H -1.369 -1.733 -3.084  0.046
5 H -0.155 -2.148 -4.240  0.054
6 H -1.006 -0.555 -4.373  0.070
7 H -0.208 0.223 -2.210  0.070
8 H 1.321 -0.232 -3.181  0.054
9 C 0.894 -0.267 1.407  -0.118
10 C -0.226 0.813 1.738  -0.460
11 C 0.192 1.911 2.465  0.065
12 N -1.455 0.179 2.701  0.074
13 H 1.531 -0.012 0.520  0.042
14 H 1.423 -0.115 2.353  0.063
15 H 0.650 -1.278 1.247  0.002
16 H -0.123 2.889 2.144  0.078
17 H 1.184 1.821 2.885  0.079
18 H -1.066 0.016 3.679  0.076
19 H -0.848 0.923 0.722  0.172
20 H -1.572 1.270 2.908  0.074